No. 1
Below is a 5-piece molecular cluster, CH11O4S overall, with properties calculated with wB97M-V/def2-TZVPD.

Properties
HOMO level in eV: -3.151
HOMO-LUMO gap in eV: 6.68

```
! wB97M-V def2-TZVPD RIJCOSX def2/J DEFGRID3
* xyz -1 1
C 0.629 0.253 -2.793
S -0.415 0.154 -1.298
H 1.380 -0.544 -2.836
H -0.006 0.184 -3.684
H 1.122 1.237 -2.833
H -2.705 -2.260 0.132
H -2.048 -1.228 -0.737
O -2.893 -1.744 -0.661
H -0.148 2.143 3.134
H 0.684 2.080 1.793
O -0.180 1.939 2.193
H 1.117 0.300 0.231
H 2.622 0.052 0.144
O 1.932 0.180 0.805
H 0.291 -1.212 2.465
H -0.737 -0.384 1.685
O -0.644 -1.150 2.262
*
```

---

No. 2
Below is CH12CdO9 as an isolated structure in a non-equilibrium geometry, with properties calculated with wB97M-V/def2-TZVPD.

Properties
HOMO level in eV: -5.146
HOMO-LUMO gap in eV: 4.32

```
! wB97M-V def2-TZVPD RIJCOSX def2/J DEFGRID3
* xyz 0 1
Cd 6.080 -7.937 20.935
C 5.032 -7.317 23.151
O 4.117 -7.319 24.135
O 5.592 -8.410 23.057
O 4.979 -6.457 22.177
O 7.198 -10.210 21.115
H 7.942 -10.513 20.574
H 7.468 -10.578 21.958
O 4.479 -9.650 20.670
H 4.757 -10.548 20.723
H 3.518 -9.684 20.738
O 4.494 -7.187 19.419
H 3.561 -7.131 19.522
H 4.688 -6.283 19.202
O 7.189 -8.140 18.878
H 7.008 -7.375 18.253
H 7.173 -8.848 18.281
O 7.962 -7.533 22.126
H 8.025 -7.845 23.001
H 8.793 -7.776 21.704
O 6.922 -5.502 20.199
H 6.412 -4.721 20.344
H 7.722 -5.128 19.758
*
```

---

No. 3
Below is a 5-piece molecular cluster, CH12NO4 overall in a non-equilibrium geometry, with properties calculated with wB97M-V/def2-TZVPD.

Properties
HOMO level in eV: -14.622
HOMO-LUMO gap in eV: 9.70

```
! wB97M-V def2-TZVPD RIJCOSX def2/J DEFGRID3
* xyz 1 1
C 1.366 -1.827 1.526
N 0.175 -1.432 1.373
H 1.523 -2.615 2.250
H 2.177 -1.493 0.826
H -0.148 -0.395 1.288
H -0.662 -2.069 1.532
H 0.654 3.522 1.574
H -0.111 3.598 0.278
O 0.666 3.137 0.670
H -1.030 1.745 0.717
H -1.825 0.742 -0.190
O -1.258 0.865 0.624
H 1.810 -0.907 -1.949
H 0.245 -1.001 -1.952
O 1.064 -1.127 -1.343
H -2.327 -0.837 -2.364
H -1.357 0.282 -2.828
O -1.519 -0.323 -2.194
*
```

---

No. 4
Below is a 5-piece molecular cluster, CH12NO4 overall in a non-equilibrium geometry, with properties calculated with wB97M-V/def2-TZVPD.

Properties
HOMO level (alpha / beta) in eV: -20.381 / -17.899
Expectation value of S²: 0.76
HOMO-LUMO gap (alpha / beta) in eV: 12.03 / 2.78

```
! wB97M-V def2-TZVPD RIJCOSX def2/J DEFGRID3
* xyz 2 2
C -2.368 -0.092 -1.733
N -2.005 -0.035 -0.451
H -3.130 0.431 -2.200
H -1.529 -0.485 -2.291
H -1.133 -0.472 -0.010
H -2.715 0.290 0.186
H 0.175 0.168 3.810
H 0.140 -0.921 4.712
O -0.039 -0.782 3.774
H 0.319 -1.275 1.750
H 1.029 -1.097 0.379
O 0.267 -0.870 0.863
H 0.741 2.307 -2.530
H 0.810 3.331 -1.585
O 0.637 2.364 -1.540
H 3.366 -0.327 -1.093
H 2.902 -1.713 -1.003
O 2.531 -0.822 -1.037
*
```

---

No. 5
Below is a 5-piece molecular cluster, CH12NO5 overall in a non-equilibrium geometry, with properties calculated with wB97M-V/def2-TZVPD.

Properties
HOMO level in eV: -3.926
HOMO-LUMO gap in eV: 7.62

```
! wB97M-V def2-TZVPD RIJCOSX def2/J DEFGRID3
* xyz -1 1
N 0.048 -2.007 1.081
C 0.858 -0.913 0.362
O 1.001 0.137 1.170
H -0.925 -1.708 1.183
H 0.408 -2.175 1.983
H 1.830 -1.422 0.176
H 0.238 -0.743 -0.534
H 0.988 1.618 1.852
H 1.924 2.443 0.999
O 1.274 2.561 1.704
H -1.038 2.405 0.905
H -0.410 1.686 -0.258
O -1.085 2.337 -0.052
H -1.067 1.027 -2.341
H 0.525 1.158 -2.077
O -0.166 1.003 -2.675
H -1.892 -1.862 -1.511
H -0.981 -2.823 -0.600
O -1.529 -2.722 -1.365
*
```

---

No. 6
Below is CH12Na4O9 as an isolated structure in a non-equilibrium geometry, with properties calculated with wB97M-V/def2-TZVPD.

Properties
HOMO level (alpha / beta) in eV: -19.704 / -18.178
Expectation value of S²: 0.76
HOMO-LUMO gap (alpha / beta) in eV: 6.05 / 3.51

```
! wB97M-V def2-TZVPD RIJCOSX def2/J DEFGRID3
* xyz 3 2
Na 0.728 3.711 -0.392
Na -1.794 2.711 2.400
Na -3.512 0.808 -0.080
Na -2.444 3.952 -0.267
C -0.370 0.806 -0.205
O -1.141 1.712 0.089
O 0.740 1.131 -0.564
O -0.763 -0.361 -0.278
O 1.955 1.806 2.370
H 1.235 1.326 1.962
H 1.841 2.709 2.073
O 0.319 -2.639 1.113
H 0.070 -1.840 0.648
H -0.375 -3.264 0.904
O -2.382 -2.150 1.547
H -1.856 -1.483 1.106
H -1.812 -2.488 2.237
O 1.678 -0.063 -2.971
H 1.170 0.307 -2.249
H 2.572 -0.116 -2.634
O 2.709 -0.633 0.343
H 1.871 -0.186 0.226
H 2.901 -1.011 -0.516
O -0.959 -1.525 -2.642
H -0.691 -1.124 -1.815
H -1.690 -2.096 -2.406
*
```

---

Going through the records in order, we get energy above the lowest of the compared OMol25 structures with the same formula, charge and spin values of 0.656 0.620 1.932 1.245 1.185 3.450 eV.
Going through the records in order, we get total energy values of -743.8896 -890.1377 -400.7085 -400.1843 -476.2631 -1370.5417 hartree.